A molecular structure, C3H6BrIO. Source: the Open Molecules 2025 dataset; level of theory: ωB97M-V/def2-TZVPD.

HOMO energy: -9.327 eV
ΔE to the lowest compared entry with this formula, charge and spin: 3.607 eV

Each line ends with the Mulliken charge.
Positions of all 12 atoms, in Å:
C (-1.58, -0.82, -0.40)  -0.6939
C (1.56, 1.17, -0.08)  -0.8091
C (0.02, 0.24, 0.29)  -0.0518
O (0.41, -0.78, 1.04)  -0.4453
Br (-2.78, 0.55, -1.04)  -0.1665
I (3.01, -0.12, -1.02)  0.0135
H (-1.94, -1.37, 0.52)  0.4005
H (-1.33, -1.56, -1.18)  0.3912
H (1.27, 1.94, -0.81)  0.3920
H (1.94, 1.39, 0.93)  0.3822
H (-0.58, 0.95, 0.99)  0.2419
H (0.01, -1.60, 0.76)  0.3454



A gas-phase ion, C3H6BrN2 (charge +1). Source: the Open Molecules 2025 dataset; level of theory: ωB97M-V/def2-TZVPD.

net charge: +1
HOMO energy: -14.230 eV
ΔE to the lowest compared entry with this formula, charge and spin: 2.702 eV

Each line ends with the Mulliken charge.
Positions of all 12 atoms, in Å:
C (-1.07, -0.96, 0.39)  0.0747
C (0.16, 1.18, 0.09)  -0.4412
C (1.24, 0.36, -0.56)  -0.0894
N (-1.09, 0.40, 0.19)  -0.2307
N (-0.03, -1.54, -0.12)  -0.4730
Br (2.96, -0.08, 0.06)  0.1188
H (-2.04, -1.45, 0.76)  0.3555
H (0.43, 1.42, 1.14)  0.3230
H (0.01, 2.16, -0.26)  0.4087
H (1.04, -0.03, -1.59)  0.3770
H (-1.97, 1.01, 0.30)  0.2931
H (0.39, -2.48, -0.41)  0.2835



A molecular structure, C3H6BrN2O. Source: the Open Molecules 2025 dataset; level of theory: ωB97M-V/def2-TZVPD.

net charge: +1
HOMO energy: -14.795 eV
ΔE to the lowest compared entry with this formula, charge and spin: 1.745 eV

Each line ends with the Mulliken charge.
Positions of all 13 atoms, in Å:
C (-0.20, 0.12, 1.12)  -0.0348
C (-1.14, -0.14, -1.04)  0.1111
C (1.72, 0.34, -0.26)  -0.8549
N (0.43, 0.11, 0.04)  -0.0688
N (-1.49, -0.16, 1.17)  -0.1676
O (-1.90, -0.66, -0.10)  -0.1219
Br (-1.00, -1.24, -2.53)  0.0292
H (0.28, 0.44, 2.07)  0.3972
H (-1.26, 0.94, -1.45)  0.3454
H (2.37, 0.54, 0.55)  0.3403
H (2.21, -0.65, -0.53)  0.3360
H (1.93, 1.06, -1.01)  0.3378
H (-1.94, -0.70, 1.97)  0.3509



C3H6BrNO in the gas phase. Source: the Open Molecules 2025 dataset; level of theory: ωB97M-V/def2-TZVPD.

HOMO energy (alpha / beta): -8.572 / -9.094 eV
ΔE to the lowest compared entry with this formula, charge and spin: 5.259 eV

Each line ends with the Mulliken charge.
Positions of all 12 atoms, in Å:
C (-0.19, 0.08, -0.39)  -0.0590
C (-0.02, 1.27, 0.40)  -0.7384
C (-0.07, -1.19, 0.39)  -0.5160
N (-0.61, -0.23, 2.50)  -0.1475
O (-0.90, -1.13, 1.52)  -0.1440
Br (1.12, -0.29, 3.21)  -0.0680
H (-1.05, 0.19, -1.07)  0.2760
H (0.74, -0.06, -1.11)  0.2147
H (0.92, 1.54, 0.83)  0.2956
H (-0.57, 2.22, 0.20)  0.2589
H (-0.27, -2.26, -0.20)  0.2823
H (0.90, -1.36, 0.69)  0.3453



2 unconnected molecules or ions with the total composition C3H6BrNO. Source: the Open Molecules 2025 dataset; level of theory: ωB97M-V/def2-TZVPD.

HOMO energy (alpha / beta): -8.290 / -8.935 eV
ΔE to the lowest compared entry with this formula, charge and spin: 3.784 eV

Each line ends with the Mulliken charge.
Positions of all 12 atoms, in Å:
C (-2.68, -1.08, 0.26)  0.4125
C (-0.81, 1.14, 0.47)  -0.7691
C (0.44, -1.01, -0.19)  -0.7217
N (-0.44, -0.23, 0.61)  -0.3283
O (-2.89, -2.26, 0.24)  -0.3493
Br (-3.73, 0.38, -0.07)  -0.0770
H (-1.37, 1.36, -0.49)  0.2712
H (-1.44, 1.41, 1.23)  0.3266
H (0.30, 1.63, 0.68)  0.3090
H (0.55, -0.81, -1.30)  0.2691
H (1.44, -0.93, 0.21)  0.3233
H (0.08, -1.96, -0.15)  0.3338



A molecular structure, C3H6BrNO2S. Source: the Open Molecules 2025 dataset; level of theory: ωB97M-V/def2-TZVPD.

2S+1: 3
HOMO energy (alpha / beta): -7.881 / -10.689 eV
ΔE to the lowest compared entry with this formula, charge and spin: 0.000 eV
<S²>: 2.006

Each line ends with the Löwdin spin population.
Positions of all 14 atoms, in Å:
C (-0.22, -1.53, 0.32)  0.0581
C (-0.33, -1.41, -1.15)  0.0671
C (0.29, -0.36, -0.36)  0.5857
N (0.44, 1.75, 1.32)  0.0183
O (0.10, 2.19, -1.12)  -0.0014
O (-1.66, 0.99, 0.02)  0.0791
S (-0.22, 1.26, -0.11)  0.0300
Br (2.82, -0.26, -0.04)  1.1142
H (-1.16, -1.54, 0.83)  0.0076
H (0.65, -2.09, 0.57)  0.0142
H (0.27, -2.09, -1.77)  0.0158
H (-1.23, -1.09, -1.62)  0.0121
H (0.55, 2.66, 1.07)  -0.0004
H (-0.30, 1.53, 2.04)  -0.0002



2 unconnected molecules or ions with the total composition C3H6Cl2. Source: the Open Molecules 2025 dataset; level of theory: ωB97M-V/def2-TZVPD.

HOMO energy: -10.288 eV
ΔE to the lowest compared entry with this formula, charge and spin: 1.273 eV

Each line ends with the Mulliken charge.
Positions of all 11 atoms, in Å:
Cl (-1.14, 1.10, 0.18)  -0.1484
C (-1.69, 1.65, -1.41)  -0.2286
Cl (-0.40, 1.66, -2.61)  -0.1455
H (-2.50, 0.99, -1.76)  0.2080
H (-2.10, 2.67, -1.31)  0.3072
C (-2.66, -1.77, -3.49)  -0.4483
C (-2.12, -2.16, -2.34)  -0.4548
H (-3.63, -2.14, -3.81)  0.2195
H (-2.14, -1.07, -4.16)  0.2335
H (-2.64, -2.86, -1.67)  0.2151
H (-1.14, -1.78, -2.02)  0.2422



2 unconnected molecules or ions with the total composition C3H6Cl2N2O2. Source: the Open Molecules 2025 dataset; level of theory: ωB97M-V/def2-TZVPD.

HOMO energy: -9.199 eV
ΔE to the lowest compared entry with this formula, charge and spin: 5.137 eV

Each line ends with the Mulliken charge.
Positions of all 15 atoms, in Å:
Cl (3.32, -1.38, 0.30)  -0.1536
C (2.48, -0.08, -0.48)  -0.3357
C (1.91, 0.93, 0.24)  -0.0928
Cl (1.01, 2.18, -0.40)  -0.1268
H (2.26, -0.20, -1.54)  0.3489
H (1.99, 0.88, 1.33)  0.3711
C (-2.75, 0.57, -0.14)  -0.4234
O (-1.74, -0.44, -0.22)  -0.0911
N (-0.79, -0.02, 0.72)  -0.0852
N (0.19, -0.76, 0.87)  -0.0287
O (0.16, -1.82, -0.16)  -0.3722
H (-2.38, 1.56, -0.26)  0.2086
H (-3.16, 0.52, 0.91)  0.2323
H (-3.49, 0.29, -0.91)  0.2504
H (1.00, -2.23, -0.25)  0.2984



A molecular structure, C3H6Cl2OSi. Source: the Open Molecules 2025 dataset; level of theory: ωB97M-V/def2-TZVPD.

HOMO energy: -9.311 eV
ΔE to the lowest compared entry with this formula, charge and spin: 3.798 eV

Each line ends with the Mulliken charge.
Positions of all 13 atoms, in Å:
C (1.18, 0.41, -1.76)  -0.4440
C (-0.15, 0.51, -1.66)  -0.2812
C (0.77, -0.21, 1.70)  -1.0335
O (-1.48, -1.40, 0.23)  -0.3026
Si (-0.88, 0.17, 0.01)  0.7214
Cl (-2.67, -1.80, 1.42)  0.0094
Cl (-2.43, 1.47, 0.35)  -0.2471
H (1.72, 0.44, -2.70)  0.2724
H (1.74, 0.35, -0.76)  0.0090
H (-0.74, 0.75, -2.46)  0.4158
H (0.61, -1.24, 2.11)  0.2578
H (1.81, -0.14, 1.16)  0.3358
H (0.53, 0.68, 2.37)  0.2868



C3H6Cl4P2 in the gas phase. Source: the Open Molecules 2025 dataset; level of theory: ωB97M-V/def2-TZVPD.

HOMO energy: -8.685 eV
ΔE to the lowest compared entry with this formula, charge and spin: 1.094 eV

Each line ends with the Mulliken charge.
Positions of all 15 atoms, in Å:
C (-0.43, 1.68, 1.96)  -0.9110
P (-1.02, 1.22, 0.41)  0.8022
Cl (-2.62, -0.01, 0.48)  -0.1800
Cl (-1.76, 2.72, -0.86)  -0.2844
C (-0.06, 0.16, -0.81)  -1.0836
P (0.39, -1.50, -0.25)  0.8883
C (2.01, -1.64, -0.88)  -0.9518
Cl (-1.34, -2.51, -0.86)  -0.2601
Cl (0.24, -1.52, 1.70)  -0.1223
H (-0.86, 2.56, 2.39)  0.3395
H (0.60, 1.84, 1.79)  0.2991
H (-0.59, 0.39, -1.71)  0.4731
H (0.89, 0.75, -0.75)  0.4044
H (2.57, -2.57, -0.68)  0.2850
H (1.99, -1.56, -1.93)  0.3016



A molecular structure, C3H6Cl6. Source: the Open Molecules 2025 dataset; level of theory: ωB97M-V/def2-TZVPD.

net charge: +1
2S+1: 2
HOMO energy (alpha / beta): -12.814 / -12.808 eV
ΔE to the lowest compared entry with this formula, charge and spin: 0.332 eV
<S²>: 0.756

Each line ends with the Löwdin spin population.
Positions of all 15 atoms, in Å:
C (2.24, -3.71, -0.72)  0.0003
Cl (3.36, -4.43, -1.84)  0.0005
Cl (2.47, -2.00, -0.88)  0.0014
H (1.23, -3.89, -1.07)  0.0001
H (2.42, -3.99, 0.32)  0.0000
C (1.03, 1.10, 0.10)  0.0005
Cl (2.63, 1.49, -0.66)  0.0288
Cl (-0.16, 2.24, -0.61)  0.0434
H (0.81, 0.09, -0.25)  0.0001
H (1.14, 1.24, 1.18)  0.0003
C (-3.24, 2.32, 0.97)  -0.0068
Cl (-4.86, 1.44, 0.96)  0.4888
Cl (-3.66, 3.78, 0.13)  0.4419
H (-2.89, 2.60, 1.96)  0.0014
H (-2.53, 1.70, 0.43)  -0.0005



A molecular structure, C3H6ClCr2O3. Source: the Open Molecules 2025 dataset; level of theory: ωB97M-V/def2-TZVPD.

net charge: +3
2S+1: 9
HOMO energy (alpha / beta): -20.403 / -20.428 eV
<S²>: 20.054

Each line ends with the Löwdin spin population.
Positions of all 15 atoms, in Å:
Cr (1.01, 0.80, -2.70)  3.9946
Cr (2.68, -4.12, -1.89)  4.0599
Cl (1.66, -1.68, -2.04)  -0.0371
C (-1.42, -1.61, -0.11)  -0.0010
O (-1.26, -0.53, 0.77)  0.0002
C (-0.59, 0.55, 0.44)  0.0001
O (-0.23, 0.84, -0.71)  -0.0070
O (-0.38, 1.26, 1.51)  -0.0072
C (0.56, 2.34, 1.47)  -0.0009
H (-1.07, -1.38, -1.11)  -0.0005
H (-2.47, -1.91, -0.15)  -0.0001
H (-0.84, -2.49, 0.21)  -0.0001
H (0.04, 3.16, 1.96)  0.0000
H (0.78, 2.61, 0.44)  -0.0004
H (1.52, 2.15, 1.94)  -0.0005



C3H6ClFN2S in the gas phase. Source: the Open Molecules 2025 dataset; level of theory: ωB97M-V/def2-TZVPD.

HOMO energy: -9.131 eV
ΔE to the lowest compared entry with this formula, charge and spin: 2.599 eV

Each line ends with the Mulliken charge.
Positions of all 14 atoms, in Å:
H (-1.07, 2.53, -0.97)  0.2339
N (-0.37, 1.79, -0.41)  -0.6987
C (-0.67, 0.55, -0.17)  0.3804
N (-1.59, -0.32, -0.73)  -0.2292
S (-2.23, -1.72, 0.01)  -0.1257
C (0.35, 0.16, 0.88)  0.1449
F (-0.05, -0.92, 1.68)  -0.2952
C (1.67, -0.06, 0.14)  -0.5838
Cl (1.79, -1.75, -0.60)  -0.2271
H (-1.96, 0.19, -1.44)  0.2415
H (-0.96, -2.44, -0.11)  0.1659
H (0.67, 1.09, 1.41)  0.2724
H (1.83, 0.94, -0.52)  0.3603
H (2.58, -0.04, 0.82)  0.3603



C3H6ClFS in the gas phase. Source: the Open Molecules 2025 dataset; level of theory: ωB97M-V/def2-TZVPD.

HOMO energy: -9.352 eV
ΔE to the lowest compared entry with this formula, charge and spin: 0.199 eV

Each line ends with the Mulliken charge.
Positions of all 12 atoms, in Å:
F (-1.90, -1.52, 0.74)  -0.2434
C (-1.11, -0.43, 0.69)  0.0539
Cl (-1.98, 0.69, -0.46)  -0.2010
C (0.31, -0.78, 0.20)  -0.4628
C (1.04, 0.50, -0.26)  -0.7089
S (2.80, 0.41, -0.15)  -0.2346
H (-1.13, 0.06, 1.66)  0.3065
H (0.82, -1.19, 1.03)  0.3595
H (0.20, -1.55, -0.64)  0.2563
H (0.73, 1.27, 0.38)  0.3562
H (0.78, 0.74, -1.26)  0.4015
H (3.17, 0.49, -1.39)  0.1169



2 unconnected molecules or ions with the total composition C3H6ClIO. Source: the Open Molecules 2025 dataset; level of theory: ωB97M-V/def2-TZVPD.

HOMO energy (alpha / beta): -8.021 / -8.070 eV
ΔE to the lowest compared entry with this formula, charge and spin: 2.898 eV

Each line ends with the Mulliken charge.
Positions of all 12 atoms, in Å:
C (1.00, 0.81, -0.60)  -0.8529
C (-1.25, -0.60, 0.72)  -1.2490
C (-0.77, -0.83, -0.69)  0.2998
O (-0.14, -1.91, -1.07)  -0.3621
Cl (-1.79, -0.01, -1.87)  -0.1272
I (-2.99, -1.98, 1.30)  -0.0834
H (0.51, 1.39, 0.17)  0.2626
H (1.90, 0.31, -0.25)  0.2995
H (0.70, 1.07, -1.62)  0.3779
H (-1.66, 0.34, 0.78)  0.5338
H (-0.62, -0.81, 1.49)  0.5258
H (-0.60, -2.35, -1.81)  0.3751



A molecular structure, C3H6ClIO2S. Source: the Open Molecules 2025 dataset; level of theory: ωB97M-V/def2-TZVPD.

HOMO energy: -10.005 eV
ΔE to the lowest compared entry with this formula, charge and spin: 0.000 eV

Each line ends with the Mulliken charge.
Positions of all 14 atoms, in Å:
C (-0.70, -0.97, 0.33)  -1.0704
C (0.84, 0.82, -0.57)  -1.6469
C (0.75, -0.62, -0.10)  0.1970
O (1.91, -2.30, 1.65)  -0.5182
O (3.15, -0.40, 0.95)  -0.5033
S (1.88, -0.92, 1.27)  1.1130
Cl (1.12, 0.12, 2.79)  -0.1935
I (1.60, -1.73, -1.66)  0.2482
H (-0.91, -2.12, 0.08)  0.2984
H (-1.01, -0.80, 1.37)  0.3348
H (-1.42, -0.40, -0.38)  0.3261
H (1.79, 1.11, -0.60)  0.6172
H (0.45, 1.04, -1.50)  0.4985
H (0.24, 1.46, 0.21)  0.2994



Energy values, unit eV, following the record order: -83394.7956; -76221.0256; -78267.7348; -76782.3346; -76783.8094; -89665.4101; -28252.1944; -35323.2263; -38176.9286; -71874.6944; -78331.5097; -78680.1426; -32261.0074; -29283.2421; -25875.5647; -38760.2983.
Maximum force values, unit eV/A, following the record order: 4.05; 3.64; 5.91; 4.06; 4.57; 5.08; 1.27; 3.49; 3.69; 4.22; 1.88; 3.65; 4.78; 1.97; 4.70; 5.29.